No. 1
One molecule with the formula C3H2ClFOS at a distorted geometry, computed with ωB97M-V with the def2-TZVPD basis set.

Geometry as ORCA input:
```
! wB97M-V def2-TZVPD RIJCOSX def2/J DEFGRID3
* xyz 0 1
C -0.46381 0.17881 -1.16808
C -0.47986 -0.13057 0.11947
C 0.68695 -0.01248 2.55995
H -1.40265 0.17636 0.74315
H -0.33548 0.28693 2.78180
O 1.51708 0.27204 3.51576
F 0.65714 0.11724 -2.00838
S 1.00923 -0.56267 0.87293
Cl -1.81883 0.29961 -2.15357
*
```

Values from the calculation:
structure (SMILES)	O=CS/C=C(\F)Cl
strongest force on any atom	0.125	hartree/bohr
HOMO energy	-0.346	hartree
lowest unoccupied orbital energy	0.066	eV
relative energy (zero: lowest compared OMol25 entry of this formula, charge and spin)	26.6	kcal/mol
total energy	-31263.93466	eV

Atom charges from the Löwdin analysis, given in e for atoms 1 to 5:
1 C -0.84
2 C -0.49
3 C -0.48
4 H 0.13
5 H 0.07

=====

No. 2
One molecule with the formula C3H2ClFOS at a distorted geometry, computed with ωB97M-V with the def2-TZVPD basis set.

Geometry as ORCA input:
```
! wB97M-V def2-TZVPD RIJCOSX def2/J DEFGRID3
* xyz 0 1
C 0.98246 -0.19696 0.04548
C -0.15046 0.57319 -0.09816
C -1.44396 0.49520 -0.16558
H 1.68432 -1.90341 0.41901
H 0.14980 1.64965 0.16868
O 0.81165 -1.55775 0.34765
F -2.20829 1.61386 0.11130
S 2.52036 0.31476 -0.41600
Cl -2.34588 -0.98853 -0.41239
*
```

Values from the calculation:
structure (SMILES)	OC(=S)/C=C(/F)Cl
strongest force on any atom	0.115	hartree/bohr
HOMO energy	-0.342	hartree
lowest unoccupied orbital energy	-1.152	eV
relative energy (zero: lowest compared OMol25 entry of this formula, charge and spin)	18.6	kcal/mol
total energy	-31264.27814	eV

Atom charges from the Löwdin analysis, given in e for atoms 1 to 5:
1 C -0.80
2 C -0.19
3 C -0.63
4 H 0.05
5 H 0.16

=====

No. 3
One molecule with the formula C3H2ClFS2 at a distorted geometry, computed with ωB97M-V with the def2-TZVPD basis set.

Geometry as ORCA input:
```
! wB97M-V def2-TZVPD RIJCOSX def2/J DEFGRID3
* xyz 0 1
C -1.86213 0.05121 0.01684
C -0.57799 -0.17264 0.27714
C 2.12474 0.34301 -0.18015
H -0.24773 -1.19210 0.54890
H 2.93093 1.03859 -0.13801
F -2.34896 1.29970 -0.26435
S 0.60448 1.12877 -0.00237
S 2.39126 -1.29624 -0.14651
Cl -3.01460 -1.20030 -0.11150
*
```

Values from the calculation:
structure (SMILES)	F/C(Cl)=C\SC=S
strongest force on any atom	0.057	hartree/bohr
HOMO energy	-0.331	hartree
lowest unoccupied orbital energy	-0.726	eV
relative energy (zero: lowest compared OMol25 entry of this formula, charge and spin)	4.2	kcal/mol
total energy	-40052.25397	eV

Atom charges from the Löwdin analysis, given in e for atoms 1 to 5:
1 C -0.82
2 C -0.43
3 C -1.01
4 H 0.06
5 H -0.01

=====

No. 4
One molecule with the formula C3H2ClN3O at a distorted geometry, computed with ωB97M-V with the def2-TZVPD basis set.

Geometry as ORCA input:
```
! wB97M-V def2-TZVPD RIJCOSX def2/J DEFGRID3
* xyz 0 1
C -0.91141 -0.66856 -0.00874
C 0.90450 1.26662 0.12774
C 1.27219 -0.11391 0.18389
H -2.65700 -1.02241 -0.10630
H 1.63430 1.98376 -0.24028
N -1.27130 0.56918 -0.19709
N -0.33654 1.44193 0.07294
N 0.39448 -1.10444 0.30259
O -1.83848 -1.61773 -0.03754
Cl 2.80927 -0.73445 -0.09721
*
```

Values from the calculation:
structure (SMILES)	Oc1nncc(Cl)n1
strongest force on any atom	0.100	hartree/bohr
HOMO energy	-0.352	hartree
lowest unoccupied orbital energy	-0.421	eV
relative energy (zero: lowest compared OMol25 entry of this formula, charge and spin)	27.4	kcal/mol
total energy	-22181.55830	eV

Atom charges from the Löwdin analysis, given in e for atoms 1 to 5:
1 C -0.44
2 C -0.16
3 C -0.74
4 H 0.16
5 H 0.12

=====

No. 5
A 2-piece molecular cluster, C3H2ClNOS overall at a distorted geometry, computed with ωB97M-V with the def2-TZVPD basis set.

Geometry as ORCA input:
```
! wB97M-V def2-TZVPD RIJCOSX def2/J DEFGRID3
* xyz 0 1
C 1.21926 -0.21818 0.44878
C -0.96507 -0.36329 0.36736
C 0.95293 1.08692 0.08908
N -1.15122 -1.12913 -0.56416
O 1.06652 2.14537 0.59793
S 1.66317 -1.63101 -0.10816
Cl -1.49249 0.71304 1.37224
H 0.58193 0.84617 -1.00971
H -1.87504 -1.44989 -1.19337
*
```

Values from the calculation:
strongest force on any atom	0.104	hartree/bohr
HOMO energy	-0.290	hartree
lowest unoccupied orbital energy	-0.937	eV
relative energy (zero: lowest compared OMol25 entry of this formula, charge and spin)	117.5	kcal/mol
total energy	-30032.97005	eV

Atom charges from the Löwdin analysis, given in e for atoms 1 to 5:
1 C -0.60
2 C -0.87
3 C -0.56
4 N 0.09
5 O 0.04

=====

No. 6
A 2-piece molecular cluster, C3H2ClNOS overall at a distorted geometry, computed with ωB97M-V with the def2-TZVPD basis set.

Geometry as ORCA input:
```
! wB97M-V def2-TZVPD RIJCOSX def2/J DEFGRID3
* xyz 0 1
C 0.42602 1.15580 1.51402
C 0.34847 0.64524 0.24283
C -1.02690 -1.24875 0.76386
N -0.86629 1.02797 -0.20107
O -0.56522 -2.33459 0.43143
S -1.08559 1.94442 1.29428
Cl 1.22752 -0.23950 -0.97046
H 0.86907 1.39786 2.34102
H -1.14837 1.55578 -1.01340
*
```

Values from the calculation:
strongest force on any atom	0.177	hartree/bohr
HOMO energy	-0.318	hartree
lowest unoccupied orbital energy	0.294	eV
relative energy (zero: lowest compared OMol25 entry of this formula, charge and spin)	77.8	kcal/mol
total energy	-30034.69025	eV

Atom charges from the Löwdin analysis, given in e for atoms 1 to 5:
1 C -0.35
2 C -1.03
3 C 0.06
4 N -0.34
5 O -0.04

=====

The lowest lowest unoccupied orbital energy belongs to which entry? number 2

=====

Please write out number 6 again, unchanged.
A 2-piece molecular cluster, C3H2ClNOS overall at a distorted geometry, computed with ωB97M-V with the def2-TZVPD basis set.

Geometry as ORCA input:
```
! wB97M-V def2-TZVPD RIJCOSX def2/J DEFGRID3
* xyz 0 1
C 0.42602 1.15580 1.51402
C 0.34847 0.64524 0.24283
C -1.02690 -1.24875 0.76386
N -0.86629 1.02797 -0.20107
O -0.56522 -2.33459 0.43143
S -1.08559 1.94442 1.29428
Cl 1.22752 -0.23950 -0.97046
H 0.86907 1.39786 2.34102
H -1.14837 1.55578 -1.01340
*
```

Values from the calculation:
strongest force on any atom	0.177	hartree/bohr
HOMO energy	-0.318	hartree
lowest unoccupied orbital energy	0.294	eV
relative energy (zero: lowest compared OMol25 entry of this formula, charge and spin)	77.8	kcal/mol
total energy	-30034.69025	eV

Atom charges from the Löwdin analysis, given in e for atoms 1 to 5:
1 C -0.35
2 C -1.03
3 C 0.06
4 N -0.34
5 O -0.04

=====

Which of these has the lowest relative energy (zero: lowest compared OMol25 entry of this formula, charge and spin)? C3H2ClFS2